Entry 1:
Below is a structure of composition C42H41N5O6PtSeTe, with properties calculated with the ωB97M-V functional and the def2-TZVPD basis.

Last column: Löwdin charge in e.
Geometry (Å):
Pt 0.139 -0.518 0.599  0.926
C -1.195 6.395 0.155  -0.048
C -0.626 5.006 0.038  -0.258
C 0.739 4.783 -0.132  0.037
C 1.277 3.514 -0.201  -0.081
C 2.772 3.432 -0.308  -0.300
O 3.348 4.022 -1.197  0.108
C 3.541 2.691 0.739  -0.162
C 2.934 2.206 1.892  -0.027
C 3.679 1.515 2.835  -0.068
C 5.038 1.323 2.634  -0.075
C 5.656 1.830 1.495  -0.076
C 4.910 2.512 0.551  -0.025
C 0.453 2.364 -0.178  -0.307
O 0.983 1.181 -0.381  -0.203
C -0.942 2.578 -0.006  -0.077
C -1.433 3.892 0.107  0.024
C -1.910 1.481 0.030  -0.176
N -1.601 0.227 0.037  -0.107
C -2.665 -0.801 -0.001  -0.301
C -3.026 -1.285 1.392  -0.437
Te -1.230 -1.677 2.471  1.502
C -1.364 0.108 3.620  -0.497
C -0.796 1.313 3.219  -0.147
C -1.028 2.470 3.951  -0.073
C -1.818 2.429 5.091  -0.082
C -2.363 1.224 5.511  -0.085
C -2.133 0.065 4.780  -0.148
C -3.359 1.862 0.038  -0.220
C -4.033 2.129 -1.148  -0.027
C -5.364 2.514 -1.117  -0.065
C -6.022 2.646 0.099  -0.076
C -5.347 2.387 1.283  -0.059
C -4.015 1.995 1.255  -0.029
H -0.400 7.138 0.219  0.075
H -1.817 6.494 1.046  0.078
H -1.815 6.648 -0.707  0.081
H 1.417 5.626 -0.208  0.131
H 1.876 2.365 2.054  0.106
H 3.196 1.118 3.717  0.111
H 5.619 0.778 3.366  0.105
H 6.719 1.690 1.347  0.103
H 5.365 2.910 -0.346  0.118
H -2.496 4.038 0.248  0.123
H -2.280 -1.648 -0.566  0.037
H -3.558 -0.430 -0.505  0.123
H -3.578 -2.219 1.317  0.009
H -3.595 -0.562 1.974  0.048
H -0.170 1.337 2.336  0.050
H -0.595 3.406 3.617  0.109
H -2.008 3.334 5.654  0.104
H -2.965 1.181 6.409  0.105
H -2.566 -0.870 5.116  0.093
H -3.511 2.036 -2.093  0.128
H -5.886 2.719 -2.042  0.107
H -7.059 2.956 0.124  0.104
H -5.853 2.496 2.233  0.108
H -3.478 1.818 2.181  0.114
C -0.482 -6.616 -0.852  -0.027
N -0.745 -5.648 -1.903  -0.115
C -0.032 -5.561 -3.078  -0.044
C -0.515 -4.505 -3.759  -0.045
N -1.517 -3.953 -2.984  -0.111
C -2.280 -2.772 -3.327  -0.039
C -1.654 -4.653 -1.836  -0.721
Se -2.871 -4.361 -0.480  0.632
H -0.434 -7.612 -1.289  0.092
H -1.301 -6.564 -0.139  0.035
H 0.455 -6.359 -0.363  0.085
H 0.764 -6.244 -3.310  0.129
H -0.226 -4.084 -4.704  0.125
H -2.313 -2.681 -4.411  0.093
H -1.810 -1.885 -2.902  0.071
H -3.288 -2.883 -2.932  0.061
O 0.512 -1.180 -2.492  0.009
C 1.720 -1.702 -2.859  -0.279
C 2.411 -1.104 -3.911  -0.030
C 3.609 -1.633 -4.359  -0.096
C 4.116 -2.779 -3.761  -0.096
C 3.427 -3.349 -2.700  -0.042
C 2.236 -2.822 -2.201  -0.077
C 1.671 -3.486 -0.922  -0.661
O 2.261 -4.531 -0.582  -0.052
O 0.731 -2.932 -0.295  -0.109
H 0.528 -0.220 -2.622  0.099
H 1.993 -0.217 -4.375  0.114
H 4.135 -1.158 -5.178  0.100
H 5.039 -3.220 -4.114  0.095
H 3.806 -4.229 -2.196  0.109
N 3.429 -0.417 0.043  0.239
C 2.950 -1.264 0.947  -0.624
N 3.627 -2.397 1.214  0.214
O 1.902 -1.011 1.615  -0.208
H 4.167 -0.692 -0.583  0.131
H 2.866 0.395 -0.186  0.081
H 4.298 -2.718 0.534  0.113
H 3.055 -3.129 1.609  0.120

Summary:
Lowest unoccupied orbital energy: -0.267 eV
E_tot: -5139.14492 hartree
Kohn-Sham gap: 6.65 eV
ΔE to the lowest compared entry with this formula, charge and spin: 90.7 kJ/mol


Entry 2:
Below is the molecule C5H11NO, with properties calculated with the ωB97M-V functional and the def2-TZVPD basis.

Last column: Löwdin charge in e.
Geometry (Å):
C 2.659 0.612 -0.112  -0.124
O 1.488 0.912 -0.789  -0.165
C 0.681 -0.198 -0.690  -0.338
C -0.067 -0.481 0.635  -0.139
N -1.302 -0.681 -0.131  -0.211
C -2.528 -0.174 0.441  -0.111
C -0.742 0.004 -1.304  -0.096
H 2.493 0.543 0.977  0.083
H 3.353 1.449 -0.332  0.100
H 2.844 -0.559 -0.456  0.121
H 1.522 -1.099 -0.881  0.162
H 0.286 -1.363 1.177  0.111
H -0.108 0.384 1.325  0.126
H -2.469 0.899 0.713  0.083
H -2.773 -0.742 1.346  0.083
H -3.353 -0.301 -0.268  0.082
H -1.061 1.072 -1.352  0.127
H -0.962 -0.454 -2.272  0.107

Summary:
Lowest unoccupied orbital energy: 1.106 eV
E_tot: -327.00110 hartree
Kohn-Sham gap: 9.78 eV
SMILES string: COC1CN(C)C1
ΔE to the lowest compared entry with this formula, charge and spin: 342.0 kJ/mol